[1]
Density functional theory data (ωB97M-V/def2-TZVPD) for the molecule C6H8.

```
14
Properties=species:S:1:pos:R:3:nbo_charge:R:1
C -1.4371 0.4366 0.1393 -0.3612
C -0.3329 0.4648 -0.8402 -0.2244
C 1.0442 0.6473 -0.2283 -0.4267
C 1.1299 -0.5282 0.7929 -0.5894
C -0.0199 -1.4771 0.6694 0.1396
C -0.8548 -0.9012 -0.3603 -0.4006
H -1.2560 0.7383 1.1692 0.2186
H -2.4501 0.6223 -0.2063 0.2336
H -0.5333 0.7868 -1.8578 0.2307
H 1.1567 1.6289 0.2498 0.2123
H 1.8244 0.5677 -0.9938 0.2137
H 1.3222 -0.2419 1.8337 0.2475
H 1.9456 -1.2301 0.5694 0.2723
H -1.5388 -1.5142 -0.9370 0.2340
```

Total charge ... 0
Kohn-Sham gap ... 8.8 eV
E ... -233.27554 a.u.
Highest occupied orbital energy ... -8.1591 eV

---

[2]
Density functional theory data (ωB97M-V/def2-TZVPD) for the molecule C6H8.

```
14
Properties=species:S:1:pos:R:3:nbo_charge:R:1
C -1.2013 0.3173 -0.1516 -0.5051
C -0.0596 0.8710 -0.9697 -0.1461
C 0.9288 1.6106 -0.4676 -0.4030
C 1.1441 -0.5794 1.2680 -0.0456
C 0.1448 -1.5031 0.8192 -0.4020
C -0.9925 -1.1372 0.1986 -0.1482
H -1.2488 0.8800 0.7933 0.2367
H -2.1522 0.4561 -0.6776 0.2223
H -0.0321 0.5780 -2.0198 0.1990
H 0.9441 1.9054 0.5791 0.2188
H 1.7649 1.9298 -1.0838 0.2040
H 2.1250 -0.8793 0.8481 0.1225
H 0.3475 -2.5660 0.9911 0.2390
H -1.7126 -1.8830 -0.1273 0.2077
```

Total charge ... 0
Kohn-Sham gap (alpha / beta) ... 7.6 / 7.8 eV
E ... -233.22979 a.u.
Highest occupied orbital energy (alpha / beta) ... -8.1486 / -8.0413 eV

---

[3]
Density functional theory data (ωB97M-V/def2-TZVPD) for the molecule C6H8.

```
14
Properties=species:S:1:pos:R:3:nbo_charge:R:1
C -1.1625 -0.2243 0.7000 -0.3883
C -0.4419 1.0712 0.3324 -0.2290
C 0.9979 0.7067 -0.0642 -0.2324
C 1.1086 -0.7972 0.1272 -0.3869
C -0.3398 -0.8569 -0.4253 -0.1988
C -0.1189 0.5668 -1.0479 -0.2435
H -2.2307 -0.1809 0.4725 0.2070
H -1.0041 -0.6687 1.6907 0.1897
H -0.7069 2.0766 0.6414 0.2222
H 1.7681 1.4750 -0.0690 0.2222
H 1.7249 -1.3339 -0.5917 0.2066
H 1.3229 -1.1389 1.1516 0.1914
H -0.6917 -1.7255 -0.9840 0.2107
H -0.2307 0.9898 -2.0389 0.2292
```

Total charge ... 0
Kohn-Sham gap ... 10.7 eV
E ... -233.32111 a.u.
Highest occupied orbital energy ... -9.4353 eV

---

[4]
Density functional theory data (ωB97M-V/def2-TZVPD) for the molecule C6H8.

```
14
Properties=species:S:1:pos:R:3:nbo_charge:R:1
C 2.6487 0.0440 -0.1576 -0.2433
C 1.5039 -0.1770 0.1604 0.0122
C 0.0776 -0.1015 0.4075 -0.3259
C -0.9475 -1.0055 -0.2035 -0.3811
C -1.9242 0.1383 -0.0128 -0.3953
C -0.6400 1.0774 -0.1501 -0.3702
H 3.6748 0.0136 -0.3201 0.2261
H -0.0274 -0.1214 1.4641 0.2238
H -1.1757 -2.0499 0.2314 0.2108
H -0.7513 -1.1039 -1.3003 0.2023
H -2.8708 0.2405 -0.6684 0.2139
H -2.2681 0.0424 1.0984 0.1965
H -0.6109 2.0157 0.4428 0.2179
H -0.2816 1.1095 -1.2108 0.2124
```

Total charge ... 0
Kohn-Sham gap ... 11.0 eV
E ... -233.29885 a.u.
Highest occupied orbital energy ... -9.9051 eV

---

[5]
Density functional theory data (ωB97M-V/def2-TZVPD) for the molecule C6H8.

```
14
Properties=species:S:1:pos:R:3:nbo_charge:R:1
C -0.4681 -0.5783 1.3495 -0.6262
C 0.6897 -0.5614 0.4234 -0.1597
C 0.5697 -0.9220 -1.0001 -0.4003
C 0.7796 0.5363 -0.8252 -0.3398
C -0.3147 1.4112 -0.7623 0.0148
C -1.3170 2.0122 -0.4945 -0.2863
H -1.4555 -0.5200 0.9028 0.2268
H -0.3783 0.0736 2.2265 0.2232
H -0.2843 -1.6375 1.6408 0.2205
H 1.6521 -0.6399 0.9088 0.2163
H -0.4042 -1.2505 -1.3418 0.2219
H 1.3908 -1.4468 -1.4594 0.2219
H 1.7531 0.9675 -1.0351 0.2377
H -2.2128 2.5556 -0.5335 0.2292
```

Total charge ... 0
Kohn-Sham gap ... 9.7 eV
E ... -233.30210 a.u.
Highest occupied orbital energy ... -8.5928 eV

---

[6]
Density functional theory data (ωB97M-V/def2-TZVPD) for the molecule C6H8.

```
14
Properties=species:S:1:pos:R:3:nbo_charge:R:1
C 2.9436 -0.4090 -0.5498 -0.1986
C 1.7571 -0.2358 -0.4275 -0.0473
C 0.3533 -0.1318 -0.2380 -0.1017
C -0.2814 1.0811 0.4230 -0.4187
C -1.5272 0.3327 0.8979 -0.6350
C -0.4686 -1.0132 -0.9232 -0.3573
H 3.9870 -0.5313 -0.7210 0.2356
H -0.8418 -0.6023 1.0167 0.2388
H 0.2586 1.5475 1.2505 0.2161
H -0.3941 1.8469 -0.3690 0.2177
H -1.8584 0.4874 1.9087 0.2128
H -2.3992 0.4490 0.2130 0.2233
H -0.2175 -1.2372 -1.9489 0.1989
H -1.3115 -1.5842 -0.5324 0.2154
```

Total charge ... 0
Kohn-Sham gap ... 8.5 eV
E ... -233.22098 a.u.
Highest occupied orbital energy ... -8.3287 eV

---

[7]
Density functional theory data (ωB97M-V/def2-TZVPD) for the molecule C6H8.

```
14
Properties=species:S:1:pos:R:3:nbo_charge:R:1
C 2.0619 0.0289 0.0115 -0.6417
C 0.5831 0.0011 -0.1681 -0.0521
C -0.1902 -1.0571 -0.1725 -0.2000
C -1.6753 -0.6908 -0.0130 -0.4830
C -1.5309 0.8554 -0.0296 -0.1716
C -0.2428 1.2053 -0.1967 -0.2518
H 2.4981 0.3580 0.9948 0.2211
H 2.6807 0.5894 -0.7087 0.2203
H 2.2845 -0.9996 0.0883 0.2197
H 0.0961 -2.1507 -0.3907 0.2137
H -1.8600 -0.7872 1.1979 0.2492
H -2.5356 -1.1881 -0.5694 0.2494
H -2.3378 1.6751 0.0308 0.2172
H 0.1682 2.1602 -0.0745 0.2096
```

Total charge ... 0
Kohn-Sham gap ... 9.6 eV
E ... -233.34497 a.u.
Highest occupied orbital energy ... -8.4326 eV

---

[8]
Density functional theory data (ωB97M-V/def2-TZVPD) for a cluster of 2 separate species, C6H8 in total.

```
14
Properties=species:S:1:pos:R:3:nbo_charge:R:1
C 1.1740 -0.7018 1.0333 0.0269
C 1.2482 0.2911 0.1837 -0.1188
C 0.8372 -1.8702 0.3314 -0.5159
C 0.6338 -0.7442 -0.6414 0.1027
C 1.6123 1.7039 0.2272 -0.6597
C -2.0338 -0.5644 -0.9474 -0.5409
H 1.5582 -2.6236 0.0661 0.2415
H -0.0639 -2.4186 0.7062 0.2324
H 2.7233 1.8795 0.4031 0.2450
H 1.2468 2.0709 1.1832 0.2460
H 1.1428 2.1533 -0.6724 0.2412
H -2.1404 -1.3417 -1.5656 0.1680
H -1.9771 0.3205 -1.4897 0.1594
H -2.0429 -0.4528 0.0728 0.1719
```

Total charge ... 0
Kohn-Sham gap (alpha / beta) ... 7.7 / 8.2 eV
E ... -233.11105 a.u.
Highest occupied orbital energy (alpha / beta) ... -7.1112 / -7.7445 eV

---

[9]
Density functional theory data (ωB97M-V/def2-TZVPD) for the molecule C6H8.

```
14
Properties=species:S:1:pos:R:3:nbo_charge:R:1
C 1.0918 0.9816 -1.5281 -0.4079
C 0.5779 0.1268 -0.6022 0.0645
C -0.6193 -0.7571 -0.6726 -0.5107
C -1.2814 -0.7167 0.6139 -0.1711
C -0.5449 -0.1307 1.5695 -0.2162
C 0.6550 0.2573 0.9428 -0.4870
H 0.7955 1.0593 -2.5096 0.2033
H 1.8567 1.5709 -1.1004 0.1958
H -0.6820 -1.8513 -0.9396 0.2394
H -1.3063 -0.3357 -1.5027 0.2155
H -2.3343 -0.9580 0.6375 0.2078
H -0.8941 -0.0438 2.5522 0.2235
H 1.4735 -0.3942 1.3411 0.2181
H 1.2120 1.1916 1.1982 0.2250
```

Total charge ... 0
Kohn-Sham gap ... 9.5 eV
E ... -233.32431 a.u.
Highest occupied orbital energy ... -8.4465 eV

---

[10]
Density functional theory data (ωB97M-V/def2-TZVPD) for the molecule C6H8.

```
14
Properties=species:S:1:pos:R:3:nbo_charge:R:1
C -0.1898 1.3894 2.2639 -0.5021
C -0.0092 0.2709 1.6213 0.1034
C 0.3349 -0.7536 0.8915 -0.2832
C -0.1340 -0.9734 -0.5048 -0.2519
C 0.6593 -0.4574 -1.6788 -0.4081
C -0.6800 0.1380 -1.3531 -0.4148
H -1.0110 1.5811 2.9489 0.2231
H 0.5581 2.1550 2.0804 0.2205
H 1.0042 -1.4915 1.3322 0.2271
H -0.5948 -1.9482 -0.6396 0.2189
H 0.7452 -1.1009 -2.5495 0.2133
H 1.5392 0.1446 -1.4672 0.2159
H -0.7044 1.1446 -0.9422 0.2219
H -1.5177 -0.0985 -2.0030 0.2161
```

Total charge ... 0
Kohn-Sham gap ... 10.4 eV
E ... -233.32452 a.u.
Highest occupied orbital energy ... -9.2456 eV

---

[11]
Density functional theory data (ωB97M-V/def2-TZVPD) for a structure of composition C6H8AgLiO6.

```
22
Properties=species:S:1:pos:R:3:nbo_charge:R:1
O 1.3774 -2.1962 -1.4552 -1.1225
C -0.7969 -0.1313 1.4914 0.7618
C 0.7736 -2.7663 -0.3402 -0.0881
O -0.9763 0.2215 2.6320 -0.5494
O -0.4319 -1.3930 1.2478 -0.5171
C -0.5545 -2.0728 -0.0099 -0.1191
Li 1.8485 -2.9612 -2.9484 0.9653
H 1.4310 -2.7105 0.5500 0.1822
H 0.5751 -3.8454 -0.4891 0.1432
H -1.3615 -2.8059 0.1165 0.1812
H -0.8411 -1.3970 -0.8201 0.2329
O -0.9718 2.1858 0.7136 -0.5009
C -0.7013 0.8834 0.3274 0.6287
C -0.8865 2.7376 -0.8181 -0.1136
O 0.5156 0.8849 -0.2417 -1.0012
O -1.6746 0.5959 -0.7128 -0.5785
C -1.9313 1.7979 -1.4224 -0.0970
Ag 1.8931 -0.4414 -1.2115 0.8656
H -0.0329 2.9092 -1.4907 0.1993
H -1.2536 3.7609 -0.6746 0.1850
H -1.8232 1.6445 -2.5042 0.1692
H -2.9553 2.1507 -1.2227 0.1731
```

Total charge ... 0
Kohn-Sham gap ... 6.0 eV
E ... -839.24141 a.u.
Highest occupied orbital energy ... -7.7721 eV

---

[12]
Density functional theory data (ωB97M-V/def2-TZVPD) for a structure of composition C6H8B3CaF12O6.

```
36
Properties=species:S:1:pos:R:3:nbo_charge:R:1
Ca 15.0046 5.8709 -7.9474 1.8179
B 15.1943 6.2066 -10.6098 1.3071
F 14.0268 5.5276 -10.2466 -0.5683
F 15.2690 6.6068 -11.9227 -0.5438
F 15.2719 7.3240 -9.7454 -0.5745
F 16.3008 5.4287 -10.1916 -0.5743
B 17.2878 5.6532 -6.8066 1.2949
F 16.7443 4.4819 -7.3436 -0.5740
F 18.6205 5.5217 -6.4202 -0.5487
F 17.1517 6.6155 -7.8194 -0.5644
F 16.4845 6.1021 -5.7823 -0.5567
B 13.2776 7.9560 -7.3038 1.3232
F 12.6775 9.0657 -7.9136 -0.5578
F 14.6627 8.1528 -7.3601 -0.5739
F 12.9146 7.7301 -5.9775 -0.5571
F 13.0283 6.7978 -8.0659 -0.5865
C 16.0864 1.5377 -10.0826 -0.0952
C 14.8674 0.6923 -9.7596 -0.0987
O 13.9702 1.6272 -9.1906 -0.4840
C 14.6348 2.7517 -8.8645 1.0020
O 14.1272 3.6271 -8.2588 -0.6170
O 15.8902 2.7177 -9.3212 -0.4483
H 16.2473 1.7903 -11.1307 0.1962
H 17.0005 1.0777 -9.7028 0.1923
H 15.1417 -0.0548 -9.0143 0.1771
H 14.4930 0.1997 -10.6533 0.1958
C 13.3485 3.5814 -2.7914 -0.0903
C 14.4911 2.7257 -3.4140 -0.0939
O 14.4532 3.1018 -4.7691 -0.4872
C 13.7590 4.2641 -4.9045 1.0019
O 13.7502 4.9041 -5.8941 -0.5823
O 13.1166 4.5505 -3.7689 -0.4691
H 13.6745 3.9374 -1.8120 0.1907
H 12.4553 2.9942 -2.5727 0.1753
H 14.2654 1.6821 -3.1917 0.1843
H 15.4847 2.9455 -3.0257 0.1873
```

Total charge ... -1
Kohn-Sham gap ... 11.0 eV
E ... -2636.43168 a.u.
Highest occupied orbital energy ... -8.7571 eV

---

[13]
Density functional theory data (ωB97M-V/def2-TZVPD) for the molecule C6H8BNO2.

```
18
Properties=species:S:1:pos:R:3:nbo_charge:R:1
O 0.8153 2.9816 1.4513 -0.9247
O 0.4791 3.1878 -1.0022 -0.9137
B 0.5225 2.4223 0.2001 1.1661
C 1.3517 -1.2119 -0.6969 -0.1917
C 1.2850 0.1697 -0.4576 -0.2444
C 0.1995 -1.9745 -0.3867 -0.2672
C -0.9127 0.0168 0.4168 -0.2418
C 0.2006 0.8335 0.1168 -0.3631
C -0.9152 -1.3592 0.1256 0.1702
N -2.1253 -2.1090 0.2476 -0.8437
H 0.8847 2.5313 2.3456 0.5271
H 0.3994 2.7809 -1.8885 0.5142
H 2.3459 -1.6131 -0.8277 0.2179
H 2.1654 0.8026 -0.6724 0.1990
H 0.2803 -3.0583 -0.4551 0.2093
H -1.8561 0.4186 0.8645 0.2070
H -2.0859 -3.1314 0.2869 0.3876
H -3.0341 -1.6877 0.3319 0.3918
```

Total charge ... 0
Kohn-Sham gap ... 8.6 eV
E ... -463.60492 a.u.
Highest occupied orbital energy ... -8.0518 eV